Computed, not measured: the ion C6H7NO3P with charge -1 at a distorted geometry, with ωB97M-V with the def2-TZVPD basis set.

Bonds (Å) are listed after each position.
Positions of all 18 atoms, in Å:
1 O -2.627 -1.582 -0.222  P2 1.455
2 P -2.147 -0.244 0.085  O1 1.455, O3 1.490, O4 1.695, C5 1.900
3 O -1.775 0.011 1.505  P2 1.490
4 O -3.290 0.969 -0.224  P2 1.695, H12 0.948
5 C -0.905 0.343 -1.229  P2 1.900, C6 1.489, H13 1.152, H14 1.154
6 C 0.376 0.264 -0.474  C5 1.489, C7 1.375, C11 1.416
7 C 0.662 -0.942 0.121  C6 1.375, C8 1.360, H15 1.159
8 C 1.817 -1.125 0.814  C7 1.360, C9 1.368, H16 1.073
9 C 2.705 -0.088 0.905  C8 1.368, N10 1.384, H17 1.117
10 N 2.521 1.139 0.292  C9 1.384, C11 1.329
11 C 1.366 1.269 -0.352  C6 1.416, N10 1.329, H18 1.116
12 H -3.651 1.072 0.647  O4 0.948
13 H -1.148 1.397 -1.627  C5 1.152
14 H -0.949 -0.467 -2.049  C5 1.154
15 H -0.042 -1.857 0.019  C7 1.159
16 H 1.992 -1.986 1.431  C8 1.073
17 H 3.697 -0.361 1.342  C9 1.117
18 H 1.396 2.188 -0.984  C11 1.116

Total charge: -1
E_HOMO: -0.1868 Eh
E: -854.8116 a.u.
Energy above the lowest of the compared OMol25 structures with the same formula, charge and spin: 0.0 kcal/mol
Structure (SMILES): O=[P@]([O-])(O)Cc1cccnc1
Kohn-Sham gap: 0.3226 Ha
2S+1: 1